[1]
Entry from the Open Molecules 2025 dataset: one molecule with the formula C2H4ClN2P (the ωB97M-V functional and the def2-TZVPD basis).

Calculated values
Charge: 0
Energy above the lowest of the compared OMol25 structures with the same formula, charge and spin in kJ/mol: 72.67
Frontier orbital gap in eV: 9.6
Electronic energy in a.u.: -989.64986

Last column: Mulliken charge in e.
Element x y z (Å)
Cl 1.768 -1.172 -0.157  -0.215
C 0.591 0.150 -0.283  -0.042
C -0.802 -0.443 -0.660  -0.343
N -1.435 -0.593 0.588  -0.295
P -0.889 0.113 1.841  0.141
N 0.404 0.871 0.972  -0.297
H 1.011 0.834 -1.109  0.275
H -1.110 0.369 -1.274  0.249
H -0.745 -1.448 -1.301  0.276
H 1.206 1.318 1.383  0.251

[2]
Entry from the Open Molecules 2025 dataset: C5H13O3Sm as an isolated structure (the ωB97M-V functional and the def2-TZVPD basis).

Calculated values
Charge: +1
Energy above the lowest of the compared OMol25 structures with the same formula, charge and spin in kJ/mol: 94.73
⟨S²⟩: 12.015
Frontier orbital gap (spin up / spin down) in eV: 5.4 / 5.5
Electronic energy in a.u.: -1081.59248
2S+1: 7

Last column: Mulliken charge in e.
Element x y z (Å)
C 1.054 -0.175 -0.425  -1.035
O -0.137 0.469 -0.806  -0.274
C -1.261 -0.359 -0.905  -0.320
C -2.439 0.296 -0.229  -0.420
O -2.502 1.656 -0.577  -0.261
C -3.689 2.282 -0.160  -0.728
H 1.834 0.565 -0.674  0.332
H 1.172 -1.171 -0.893  0.408
H -1.068 -1.335 -0.418  0.319
H -1.502 -0.557 -1.967  0.256
H -2.345 0.184 0.867  0.168
H -3.364 -0.223 -0.542  0.340
H -3.819 2.207 0.934  0.298
H -3.624 3.342 -0.434  0.235
H -4.571 1.833 -0.648  0.299
Sm 1.338 -0.575 2.182  1.294
O 3.440 -0.659 1.013  -0.484
H 3.866 0.204 1.115  0.346
C 4.276 -1.770 0.672  -0.600
H 5.311 -1.460 0.843  0.293
H 4.116 -2.616 1.347  0.260
H 3.915 -2.138 -0.296  0.275

[3]
Entry from the Open Molecules 2025 dataset: a 2-piece molecular cluster, C5H9NO2 overall (the ωB97M-V functional and the def2-TZVPD basis).

Calculated values
Charge: 0
Energy above the lowest of the compared OMol25 structures with the same formula, charge and spin in kJ/mol: 582.75
Frontier orbital gap in eV: 4.6
Electronic energy in a.u.: -400.95480

Last column: Mulliken charge in e.
Element x y z (Å)
C -2.199 1.386 0.776  0.112
N -1.272 2.284 0.567  -0.625
C -0.156 -0.536 -1.362  -1.142
C 0.511 0.079 -0.127  -0.140
C 1.753 -0.535 0.255  -0.099
C 1.958 -1.968 0.318  -0.049
O 1.263 -2.857 -0.116  -0.388
O -2.111 0.152 0.578  -0.587
H -3.202 1.740 1.095  0.396
H -1.498 3.113 1.106  0.192
H -1.059 0.065 -1.486  0.335
H -0.417 -1.586 -1.349  0.313
H 0.512 -0.304 -2.196  0.381
H 0.675 1.128 -0.352  0.336
H -0.188 0.039 0.778  0.271
H 2.577 0.068 0.619  0.379
H 2.855 -2.267 0.895  0.313